DFT (the ωB97M-V functional and the def2-TZVPD basis) results for a single C22H18F3N3O4 molecule at a distorted geometry.

Properties
**SMILES**: N#Cc1cc(COc2ccc3[nH]c4c(c3c2)CCN[C@H]4CC(=O)O)cc(OC(F)(F)F)c1
**Relative energy (zero: lowest compared OMol25 entry of this formula, charge and spin)**: 29.1 kcal/mol
**2S+1**: 1

CARTESIAN COORDINATES (ANGSTROEM)
N: -4.071 -2.835 6.369
C: -3.010 -3.033 5.870
C: -1.783 -3.111 5.113
C: -1.351 -2.243 4.151
C: -0.196 -2.518 3.357
C: 0.049 -1.606 2.223
O: 1.125 -0.671 2.321
C: 1.162 0.259 1.209
C: 1.953 1.395 1.465
C: 2.015 2.436 0.560
C: 1.231 2.268 -0.580
N: 1.071 3.169 -1.618
C: 0.247 2.732 -2.620
C: -0.268 1.523 -2.088
C: 0.388 1.252 -0.770
C: 0.327 0.209 0.120
C: -1.175 0.591 -2.833
C: -1.628 1.096 -4.307
N: -1.384 2.513 -4.423
C: -0.208 3.237 -4.052
C: -0.227 4.727 -4.441
C: -0.127 4.855 -5.971
O: -1.139 4.942 -6.660
O: 1.123 4.750 -6.551
C: 0.463 -3.702 3.538
C: 0.206 -4.461 4.731
O: 0.884 -5.541 5.163
C: 1.943 -6.248 4.403
F: 3.082 -5.596 4.810
F: 1.856 -6.231 3.117
F: 2.080 -7.583 4.769
C: -0.860 -4.139 5.511
H: -1.934 -1.360 4.124
H: 0.099 -2.279 1.338
H: -0.794 -1.023 2.102
H: 2.372 1.571 2.484
H: 2.565 3.342 0.840
H: 1.387 4.112 -1.580
H: -0.387 -0.650 -0.043
H: -2.053 0.600 -2.310
H: -0.682 -0.374 -2.830
H: -2.657 0.831 -4.563
H: -0.991 0.603 -5.074
H: -1.912 2.956 -5.190
H: 0.648 2.934 -4.620
H: -1.182 5.234 -4.168
H: 0.565 5.237 -3.959
H: 1.000 4.591 -7.540
H: 1.229 -3.901 2.882
H: -1.052 -4.865 6.221

Forces on atoms 1 to 6 (eV/Å):
3.889 -0.972 -1.624
-3.697 1.674 1.072
2.005 -2.098 1.822
0.401 -0.189 -0.030
-1.787 0.423 1.555
1.333 -0.667 -1.239